[1]
Here is a cluster of 2 separate species, C5H11NO in total at a distorted geometry from the OMol25 dataset. Energies are from ωB97M-V/def2-TZVPD.

Values from the calculation:
LUMO level (spin up / spin down)   0.1565 / 0.1547 Ha
Orbital gap (spin up / spin down)   0.1777 / 0.2825 Eh
HOMO level (spin up / spin down)   -0.021 / -0.128 Ha
Expectation value of S²   0.754
Relative energy (zero: lowest compared OMol25 entry of this formula, charge and spin)   39.46 kcal per mole

```
! RIJCOSX wB97M-V def2-TZVPD def2/J DEFGRID3
* xyz -1 2
C -1.80 0.10 -0.84
C -0.36 0.35 -1.32
C 0.73 0.08 -0.31
C 2.03 0.19 -0.66
C 0.74 -1.82 1.05
N 0.40 -0.51 0.92
H -2.47 -0.13 -1.68
H -1.84 -0.73 -0.15
H -2.17 1.03 -0.39
H -0.35 1.27 -1.93
H -0.15 -0.34 -2.15
H 2.46 0.43 -1.64
H 2.84 0.29 0.05
H 0.09 -2.36 1.75
H 1.73 -2.22 0.80
H -0.61 0.97 1.57
H -0.25 1.86 2.69
O -1.03 1.53 2.25
*
```

[2]
Here is the ion C5H11NO with charge -1 at a distorted geometry from the OMol25 dataset. Energies are from ωB97M-V/def2-TZVPD.

Values from the calculation:
LUMO level (spin up / spin down)   0.1488 / 0.1429 Ha
Orbital gap (spin up / spin down)   0.1116 / 0.3330 Eh
HOMO level (spin up / spin down)   0.037 / -0.190 Ha
Expectation value of S²   0.751
Relative energy (zero: lowest compared OMol25 entry of this formula, charge and spin)   46.10 kcal per mole

```
! RIJCOSX wB97M-V def2-TZVPD def2/J DEFGRID3
* xyz -1 2
C -2.21 -1.03 -0.24
C -1.42 -0.59 1.07
C 0.12 -0.89 0.78
C 0.73 -0.17 -0.43
N 1.34 0.97 -0.22
C 1.08 2.21 0.42
O 0.64 -0.76 -1.58
H -3.31 -1.16 -0.13
H -2.18 -0.37 -1.17
H -1.89 -2.00 -0.68
H -1.91 -0.93 1.95
H -1.66 0.48 1.08
H 0.66 -0.57 1.76
H 0.50 -1.93 0.83
H 2.19 0.94 -0.80
H 0.38 2.06 1.20
H 2.14 2.57 0.77
H 0.73 2.97 -0.14
*
```

[3]
Here is a cluster of 2 separate species, C5H11NO in total at a distorted geometry from the OMol25 dataset. Energies are from ωB97M-V/def2-TZVPD.

Values from the calculation:
LUMO level   0.0403 Ha
Orbital gap   0.3449 Eh
HOMO level   -0.305 Ha
Relative energy (zero: lowest compared OMol25 entry of this formula, charge and spin)   92.08 kcal per mole
SMILES   C[C@H]1CN1/C=C\O.[H][H]

```
! RIJCOSX wB97M-V def2-TZVPD def2/J DEFGRID3
* xyz 0 1
C -1.89 0.77 -1.44
C -0.44 0.85 -1.08
C 0.09 1.63 0.06
N -0.03 0.18 0.13
C 1.08 -0.70 0.04
C 0.91 -1.85 0.71
O -0.20 -2.07 1.42
H -2.12 -0.21 -1.88
H -2.16 1.54 -2.18
H -2.51 0.91 -0.55
H 0.27 0.72 -1.91
H -0.61 2.18 0.70
H 1.08 2.07 0.00
H 1.90 -0.55 -0.66
H 1.67 -2.61 0.85
H -0.75 -1.28 1.22
H 1.86 -0.60 1.95
H 1.85 -0.99 2.61
*
```

[4]
Here is the molecule C5H11NO from the OMol25 dataset. Energies are from ωB97M-V/def2-TZVPD.

Values from the calculation:
LUMO level   0.0323 Ha
Orbital gap   0.3687 Eh
HOMO level   -0.336 Ha
Relative energy (zero: lowest compared OMol25 entry of this formula, charge and spin)   9.13 kcal per mole
SMILES   CCN(C)C(C)=O

```
! RIJCOSX wB97M-V def2-TZVPD def2/J DEFGRID3
* xyz 0 1
C -2.11 0.49 -0.82
C -1.42 -0.43 0.19
N 0.02 -0.19 0.32
C 0.48 0.33 1.59
C 0.81 -0.48 -0.75
C 2.30 -0.19 -0.63
O 0.35 -0.96 -1.77
H -3.18 0.53 -0.64
H -1.93 0.13 -1.84
H -1.71 1.51 -0.74
H -1.58 -1.48 -0.09
H -1.85 -0.29 1.18
H 0.16 -0.33 2.41
H 1.57 0.38 1.62
H 0.08 1.33 1.79
H 2.75 -0.44 -1.59
H 2.77 -0.79 0.15
H 2.49 0.87 -0.40
*
```

[5]
Here is a cluster of 4 separate species, C5H11NO in total from the OMol25 dataset. Energies are from ωB97M-V/def2-TZVPD.

Values from the calculation:
LUMO level   0.0136 Ha
Orbital gap   0.3448 Eh
HOMO level   -0.331 Ha
Relative energy (zero: lowest compared OMol25 entry of this formula, charge and spin)   108.65 kcal per mole

```
! RIJCOSX wB97M-V def2-TZVPD def2/J DEFGRID3
* xyz 0 1
C 1.37 -0.61 1.32
C 0.59 -1.36 0.46
C -0.83 0.04 -0.54
C -2.02 -0.07 0.38
N -0.25 1.22 -0.64
C 0.56 1.41 -1.76
O 0.42 0.86 -2.83
H 2.43 -0.48 1.11
H 1.16 0.98 1.07
H 1.07 -0.48 2.36
H 1.04 -1.77 -0.45
H -0.27 -1.89 0.85
H -0.76 -0.63 -1.40
H -2.44 -1.09 0.38
H -1.76 0.20 1.40
H -2.80 0.62 0.04
H 0.62 1.38 0.52
H 1.36 2.16 -1.60
*
```

[6]
Here is a cluster of 2 separate species, C5H11NO in total at a distorted geometry from the OMol25 dataset. Energies are from ωB97M-V/def2-TZVPD.

Values from the calculation:
LUMO level   0.0242 Ha
Orbital gap   0.3058 Eh
HOMO level   -0.282 Ha
Relative energy (zero: lowest compared OMol25 entry of this formula, charge and spin)   48.31 kcal per mole
SMILES   C=C/C=C(/C)N.O

```
! RIJCOSX wB97M-V def2-TZVPD def2/J DEFGRID3
* xyz 0 1
C -1.97 -2.06 0.69
C -0.88 -1.43 0.21
C -0.21 -0.31 0.87
C 0.92 0.22 0.33
C 1.63 1.41 0.96
N 1.28 0.04 -0.99
H -2.14 -3.05 0.28
H -2.48 -1.76 1.60
H -0.39 -1.91 -0.62
H -0.73 0.03 1.76
H 1.91 2.23 0.30
H 1.04 1.70 1.82
H 2.56 1.06 1.43
H 1.80 0.77 -1.44
H 0.84 -0.62 -1.58
O -1.38 1.15 -2.15
H -0.45 1.39 -2.28
H -1.35 1.15 -1.19
*
```

[7]
Here is the molecule C5H11NO from the OMol25 dataset. Energies are from ωB97M-V/def2-TZVPD.

Values from the calculation:
LUMO level   0.0346 Ha
Orbital gap   0.3689 Eh
HOMO level   -0.334 Ha
Relative energy (zero: lowest compared OMol25 entry of this formula, charge and spin)   24.00 kcal per mole
SMILES   CCN(C)C(C)=O

```
! RIJCOSX wB97M-V def2-TZVPD def2/J DEFGRID3
* xyz 0 1
C -1.46 0.55 -0.98
C -1.44 -0.43 0.21
N -0.07 -0.68 0.67
C 0.42 0.15 1.76
C 0.71 -0.90 -0.47
C 1.83 0.08 -0.75
O 0.39 -1.75 -1.28
H -2.47 0.56 -1.39
H -0.82 0.32 -1.85
H -1.17 1.56 -0.68
H -1.89 -1.39 -0.05
H -2.01 -0.05 1.07
H -0.06 -0.15 2.70
H 1.49 0.00 1.89
H 0.23 1.23 1.62
H 1.95 0.15 -1.83
H 2.75 -0.31 -0.31
H 1.62 1.07 -0.33
*
```

[8]
Here is the molecule C5H11NO at a distorted geometry from the OMol25 dataset. Energies are from ωB97M-V/def2-TZVPD.

Values from the calculation:
LUMO level   0.0247 Ha
Orbital gap   0.2781 Eh
HOMO level   -0.253 Ha
Relative energy (zero: lowest compared OMol25 entry of this formula, charge and spin)   105.88 kcal per mole

```
! RIJCOSX wB97M-V def2-TZVPD def2/J DEFGRID3
* xyz 0 1
C -1.39 0.06 0.72
C 0.06 -1.52 -0.38
C -0.43 0.62 -1.46
N -0.21 -0.10 -0.14
C 1.00 0.53 0.54
C 1.61 1.51 -0.04
O 1.11 -0.23 1.79
H 1.86 0.14 2.24
H 2.47 1.93 0.48
H -1.20 -0.43 1.67
H 0.25 -2.01 0.58
H -2.27 -0.38 0.24
H -1.56 1.12 0.90
H -0.79 -1.99 -0.88
H 0.95 -1.61 -1.00
H 0.46 0.52 -2.07
H -1.30 0.16 -1.93
H -0.60 1.68 -1.26
*
```

[9]
Here is the molecule C5H11NO from the OMol25 dataset. Energies are from ωB97M-V/def2-TZVPD.

Values from the calculation:
LUMO level   0.0377 Ha
Orbital gap   0.3425 Eh
HOMO level   -0.305 Ha
Relative energy (zero: lowest compared OMol25 entry of this formula, charge and spin)   59.88 kcal per mole

```
! RIJCOSX wB97M-V def2-TZVPD def2/J DEFGRID3
* xyz 0 1
C 0.97 1.23 1.90
C -0.20 0.29 1.63
C -1.09 0.72 0.47
N -0.44 0.84 -0.83
C -0.16 -0.04 -1.78
O -0.41 -1.30 -1.37
C 0.31 -2.14 -2.28
H 1.53 0.92 2.79
H 1.66 1.26 1.06
H 0.61 2.26 2.09
H 0.17 -0.73 1.45
H -0.84 0.23 2.52
H -1.93 0.02 0.36
H -1.51 1.71 0.67
H -0.18 1.76 -1.14
H 0.57 -3.06 -1.75
H 1.22 -1.61 -2.59
H -0.29 -2.34 -3.17
*
```

[10]
Here is a cluster of 2 separate species, C5H11NO in total from the OMol25 dataset. Energies are from ωB97M-V/def2-TZVPD.

Values from the calculation:
LUMO level   0.0327 Ha
Orbital gap   0.3839 Eh
HOMO level   -0.351 Ha
Relative energy (zero: lowest compared OMol25 entry of this formula, charge and spin)   21.97 kcal per mole
SMILES   C/C=C/C.NC=O

```
! RIJCOSX wB97M-V def2-TZVPD def2/J DEFGRID3
* xyz 0 1
C -2.55 0.46 -0.31
C -1.42 0.02 0.56
C -0.76 -1.13 0.43
C 0.38 -1.57 1.30
H -3.45 0.65 0.28
H -2.32 1.40 -0.81
H -2.78 -0.29 -1.07
H -1.11 0.69 1.36
H -1.05 -1.81 -0.36
H 0.48 -0.95 2.19
H 1.33 -1.55 0.76
H 0.23 -2.60 1.63
N 1.48 0.99 -1.04
C 2.79 1.32 -0.94
O 3.38 1.44 0.11
H 1.08 0.78 -1.94
H 1.00 0.68 -0.22
H 3.28 1.48 -1.91
*
```

[11]
Here is a cluster of 2 separate species, C5H11NO in total at a distorted geometry from the OMol25 dataset. Energies are from ωB97M-V/def2-TZVPD.

Values from the calculation:
LUMO level   0.0286 Ha
Orbital gap   0.3104 Eh
HOMO level   -0.282 Ha
Relative energy (zero: lowest compared OMol25 entry of this formula, charge and spin)   64.81 kcal per mole
SMILES   C=C/C(C)=C/N.O

```
! RIJCOSX wB97M-V def2-TZVPD def2/J DEFGRID3
* xyz 0 1
C -2.47 -0.49 1.41
C -1.88 0.07 0.28
C -0.44 0.22 0.20
C 0.05 1.68 0.08
C 0.62 -0.65 0.26
N 1.89 -0.32 0.52
H -1.85 -0.98 2.13
H -3.55 -0.25 1.66
H -2.48 0.76 -0.32
H 0.81 1.62 -0.74
H 0.62 1.88 0.95
H -0.71 2.42 0.02
H 0.40 -1.77 0.25
H 2.12 0.54 0.99
H 2.43 -1.00 0.97
O 1.56 -1.38 -3.23
H 1.69 -1.81 -2.43
H 1.18 -0.54 -2.98
*
```

[12]
Here is a cluster of 3 separate species, C5H11NO in total at a distorted geometry from the OMol25 dataset. Energies are from ωB97M-V/def2-TZVPD.

Values from the calculation:
LUMO level   -0.0279 Ha
Orbital gap   0.2726 Eh
HOMO level   -0.300 Ha
Relative energy (zero: lowest compared OMol25 entry of this formula, charge and spin)   136.50 kcal per mole

```
! RIJCOSX wB97M-V def2-TZVPD def2/J DEFGRID3
* xyz 0 1
C -1.23 -1.49 -0.13
C -1.31 -0.10 -0.56
C -2.06 0.82 0.17
N 1.20 0.14 -0.13
C 2.28 -0.62 0.34
C 1.43 1.37 -0.28
O 0.55 2.21 -0.67
H -1.47 -1.61 0.93
H -2.02 -2.07 -0.65
H -0.28 -1.77 -0.44
H -1.07 0.14 -1.63
H -0.78 1.60 0.49
H -2.82 1.25 -0.52
H -2.41 0.51 1.16
H 2.05 -1.01 1.28
H 2.45 -1.31 -0.44
H 3.25 0.01 0.50
H 2.49 1.77 0.02
*
```